# 1
Here is an isolated molecule of C22H27N3O2S from OMol25. Energies are from ωB97M-V with the def2-TZVPD basis set.

Positions of all 55 atoms, in Å:
O1 -1.728231 -2.827672 1.680225
C1 -1.515508 -1.788152 1.085890
N1 -2.357908 -0.724010 1.149820
H1 -2.206564 0.052023 0.526958
C2 -3.616487 -0.796776 1.851627
H2 -3.503789 -1.593684 2.590327
C3 -4.812168 -1.145234 0.937511
N2 -5.397141 -0.075321 0.162517
C4 -6.074106 0.954228 0.925823
C5 -6.910527 1.794193 -0.042911
H3 -7.393617 2.623079 0.477132
O2 -6.106674 2.371857 -1.045581
C6 -5.418626 1.375327 -1.764758
C7 -4.541334 0.533738 -0.833897
H4 -4.037707 -0.248354 -1.405209
H5 -3.784867 1.203284 -0.383717
H6 -4.811867 1.896573 -2.507278
H7 -6.137596 0.716051 -2.272836
H8 -7.675546 1.151818 -0.503372
H9 -6.727389 0.483276 1.662296
H10 -5.368171 1.622748 1.449891
H11 -4.493127 -1.925618 0.240743
H12 -5.610188 -1.555721 1.561331
H13 -3.796277 0.148899 2.369962
C8 -0.307342 -1.579484 0.238943
C9 0.293078 -0.340010 0.086393
C10 1.439119 -0.157608 -0.692859
C11 1.961059 -1.283672 -1.348910
C12 1.355024 -2.527934 -1.197379
C13 0.242059 -2.686946 -0.405182
H14 -0.216066 -3.653597 -0.270714
H15 1.793496 -3.372872 -1.706620
S1 3.398864 -1.262671 -2.372724
C14 4.022357 0.403881 -2.012447
C15 2.837063 1.361302 -1.953680
N3 1.957127 1.129957 -0.834415
C16 2.246574 1.904598 0.364129
C17 3.549518 1.502122 1.012498
C18 3.658610 0.261495 1.632133
C19 4.863834 -0.147422 2.173201
C20 5.971968 0.681300 2.108229
C21 5.869247 1.921381 1.501876
C22 4.664736 2.327544 0.953631
H16 4.590020 3.295547 0.477470
H17 6.729139 2.573045 1.451442
H18 6.912767 0.361486 2.530677
H19 4.937243 -1.114890 2.647085
H20 2.796592 -0.388672 1.682260
H21 2.274964 2.960627 0.079160
H22 1.431951 1.767450 1.076161
H23 2.253127 1.251137 -2.875545
H24 3.198234 2.390738 -1.898502
H25 4.566397 0.381164 -1.068824
H26 4.702539 0.659202 -2.823278
H27 -0.117502 0.519187 0.596089

Atomic forces in eV per Å
O -0.026 -0.268 -0.006
C -0.047 0.270 0.031
N -0.029 0.330 -0.122
H 0.070 -0.132 0.014
C -0.339 -0.204 0.005
H -0.055 0.164 -0.002
C 0.219 -0.033 0.235
N -0.007 0.083 -0.058
C -0.181 0.154 -0.283
C -0.079 -0.085 0.393
H -0.018 -0.080 -0.004
O 0.048 0.157 0.007
C 0.369 -0.167 -0.076
C -0.333 0.125 -0.254
H 0.058 0.015 -0.010
H 0.033 -0.018 -0.046
H -0.027 -0.076 0.005
H 0.088 0.025 0.018
H 0.033 0.048 0.066
H -0.015 0.026 0.040
H -0.054 -0.036 0.029
H -0.013 -0.059 0.094
H 0.025 -0.063 -0.001
H 0.010 -0.076 0.043
C 0.398 -0.067 -0.115
C -0.093 -0.189 0.045
C -0.339 -0.416 -0.098
C 0.286 0.297 -0.025
C -0.127 0.074 0.078
C -0.071 0.026 0.033
H -0.043 -0.102 0.025
H 0.013 -0.148 -0.032
S 0.123 0.181 -0.003
C -0.167 -0.407 0.034
C 0.095 0.031 -0.245
N -0.043 0.293 -0.131
C 0.053 -0.069 0.097
C -0.001 0.187 0.090
C -0.008 0.022 0.023
C -0.036 -0.086 0.010
C 0.111 0.016 0.004
C 0.133 0.011 0.002
C -0.146 -0.030 0.024
H -0.027 0.101 -0.054
H 0.078 0.047 0.002
H 0.078 -0.023 0.040
H 0.012 -0.081 0.047
H -0.071 -0.067 0.025
H -0.032 -0.069 0.099
H 0.029 0.107 -0.063
H 0.146 0.099 0.043
H -0.064 -0.012 0.010
H 0.031 0.102 -0.100
H 0.012 -0.005 -0.010
H -0.060 0.079 0.028

Values from the calculation:
DFT total energy (eV): -42653.011
Kohn-Sham gap (eV): 8.36
Multiplicity: 1
Structure (SMILES): O=C(NCCN1CCOCC1)c1ccc2c(c1)N(Cc1ccccc1)CCS2

Partial charges, natural (NBO), in e: O -0.623; C 0.665; N -0.622; H 0.396; C -0.259; H 0.241; C -0.212; N -0.447; C -0.252; C -0.071; H 0.192; O -0.523; C -0.071; C -0.250; H 0.211; H 0.150; H 0.192; H 0.168; H 0.166; H 0.207; H 0.164; H 0.205; H 0.201; H 0.195; C -0.153; C -0.179; C 0.122; C -0.202; C -0.209; C -0.180; H 0.235; H 0.220; S 0.263; C -0.545; C -0.222; N -0.438; C -0.223; C -0.060; C -0.222; C -0.188; C -0.218; C -0.225; C -0.167; H 0.199; H 0.214; H 0.215; H 0.216; H 0.223; H 0.204; H 0.212; H 0.209; H 0.208; H 0.230; H 0.233; H 0.204

# 2
Here is an isolated molecule of C22H27N3O4S from OMol25. Energies are from ωB97M-V with the def2-TZVPD basis set.

Positions of all 57 atoms, in Å:
O1 -2.516736 0.994385 0.939929
C1 -1.862511 0.020586 0.626861
N1 -1.622013 -0.992788 1.562270
C2 -0.864550 -2.128788 1.382469
O2 -0.692607 -2.940756 2.265992
N2 -0.326254 -2.314438 0.120846
C3 -0.529237 -1.381877 -0.847637
C4 -1.277265 -0.239776 -0.667634
C5 -1.349632 0.570145 -1.850826
C6 -0.672280 0.019868 -2.889713
S1 0.077193 -1.505531 -2.453737
C7 -0.522495 0.500239 -4.295739
H1 -0.353093 -0.368585 -4.936367
C8 -1.767538 1.253178 -4.768613
C9 -1.803422 2.706053 -4.293827
C10 -1.414174 2.891400 -2.826442
H2 -0.330739 2.817619 -2.714584
H3 -1.702276 3.899372 -2.521796
C11 -2.072783 1.881014 -1.888022
H4 -3.113313 1.719785 -2.183180
H5 -2.092369 2.274859 -0.871502
H6 -1.125486 3.303159 -4.908497
H7 -2.812699 3.093121 -4.450517
H8 -2.650768 0.721177 -4.411687
H9 -1.799262 1.242944 -5.859972
H10 0.356968 1.145361 -4.389127
C12 0.651265 -3.367916 -0.056589
H11 0.370832 -3.978163 -0.919190
H12 0.603523 -3.978468 0.846413
C13 2.069376 -2.779827 -0.261759
N3 2.137660 -1.448004 0.301063
C14 3.062040 -0.550460 -0.363247
C15 2.827782 0.858715 0.184564
O3 3.031391 0.906792 1.575305
C16 2.170385 0.006370 2.231846
C17 2.374232 -1.424195 1.734403
H13 1.670489 -2.087853 2.236854
H14 3.401925 -1.750742 1.973728
H15 2.395044 0.084672 3.296314
H16 1.124082 0.302957 2.059604
H17 3.530920 1.568337 -0.254743
H18 1.797097 1.166187 -0.053510
H19 2.864762 -0.560789 -1.437498
H20 4.113732 -0.837698 -0.188911
H21 2.278770 -2.705313 -1.330672
H22 2.807895 -3.466567 0.178917
C18 -2.175551 -0.784655 2.903827
C19 -1.269028 0.052712 3.742786
C20 -1.036733 1.397667 3.748748
C21 -0.052537 1.622811 4.740835
C22 0.238859 0.399279 5.259155
O4 -0.488028 -0.556250 4.660262
H23 0.914023 0.089339 6.032015
H24 0.373725 2.562840 5.024371
H25 -1.514449 2.123089 3.123159
H26 -3.136555 -0.281575 2.776612
H27 -2.297591 -1.765021 3.366389

Atomic forces in eV per Å
O -0.139 0.169 0.124
C 0.162 -0.234 -0.211
N -0.211 0.078 0.218
C 0.037 -0.235 -0.390
O 0.074 -0.110 0.383
N -0.263 -0.193 0.112
C -0.325 0.506 -0.196
C 0.316 -0.415 -0.193
C 0.088 -0.174 -0.110
C 0.090 -0.243 0.311
S -0.292 0.305 0.209
C -0.077 0.016 -0.147
H 0.043 0.060 -0.056
C 0.137 0.117 -0.114
C 0.071 -0.073 0.072
C -0.242 0.017 -0.106
H 0.053 0.052 0.034
H 0.087 0.021 0.019
C 0.134 0.309 0.038
H -0.092 0.033 0.081
H -0.093 -0.036 -0.131
H -0.045 0.040 -0.066
H -0.002 0.070 -0.035
H -0.037 -0.047 -0.041
H -0.071 -0.040 -0.002
H 0.051 -0.035 -0.073
C 0.245 -0.233 0.123
H -0.017 -0.048 0.084
H -0.037 0.050 -0.240
C -0.060 0.176 0.006
N 0.348 -0.138 -0.078
C -0.039 0.316 0.109
C 0.128 -0.111 -0.375
O 0.181 0.089 0.061
C -0.096 -0.377 0.226
C -0.055 0.349 0.121
H -0.006 -0.035 0.070
H -0.048 -0.027 0.003
H -0.085 -0.031 -0.056
H 0.041 -0.037 0.075
H -0.066 -0.030 -0.038
H 0.064 -0.020 -0.034
H 0.017 0.006 -0.001
H -0.018 0.021 -0.043
H 0.092 -0.027 0.091
H -0.018 0.012 -0.076
C 0.031 -0.060 0.269
C -0.404 0.731 -0.427
C -0.230 -0.550 -0.045
C 0.221 -0.425 0.293
C 0.262 0.836 0.146
O -0.069 -0.533 -0.017
H 0.061 -0.146 0.089
H 0.144 0.162 0.119
H -0.143 0.088 -0.171
H 0.178 -0.130 0.072
H -0.072 0.162 -0.087

Values from the calculation:
DFT total energy (eV): -46748.559
Kohn-Sham gap (eV): 8.57
Multiplicity: 1
Structure (SMILES): O=c1c2c3c(sc2n(CCN2CCOCC2)c(=O)n1Cc1ccco1)CCCCC3

Partial charges, natural (NBO), in e: O -0.615; C 0.687; N -0.455; C 0.811; O -0.638; N -0.430; C 0.115; C -0.263; C 0.002; C -0.177; S 0.408; C -0.444; H 0.219; C -0.391; C -0.393; C -0.393; H 0.198; H 0.214; C -0.443; H 0.215; H 0.256; H 0.201; H 0.204; H 0.204; H 0.212; H 0.213; C -0.239; H 0.210; H 0.257; C -0.229; N -0.466; C -0.244; C -0.071; O -0.524; C -0.067; C -0.266; H 0.222; H 0.170; H 0.199; H 0.167; H 0.192; H 0.167; H 0.206; H 0.168; H 0.205; H 0.189; C -0.276; C 0.258; C -0.297; C -0.314; C 0.081; O -0.395; H 0.203; H 0.229; H 0.245; H 0.249; H 0.257